1.
Entry from the OMol25 dataset: a 19-piece molecular cluster, C21H80FIN6O19PS overall in a non-equilibrium geometry (ωB97M-V/def2-TZVPD).

Each line ends with the Löwdin charge.
Positions of all 130 atoms, in Å:
C -1.255 4.440 1.170  -0.052
C -0.060 3.724 1.275  -0.180
C 0.371 2.302 1.754  -0.293
C 1.854 2.678 2.163  -0.088
C 2.877 2.101 3.148  -0.385
C 3.271 0.642 3.286  -0.057
F 4.097 2.746 2.806  -0.046
C 0.175 1.487 0.331  -0.244
C 1.429 0.560 0.203  -0.157
O 2.465 1.160 -0.565  -0.189
C 3.777 0.709 -0.227  -0.062
C 0.172 2.310 -0.969  -0.094
C 0.150 1.651 -2.374  -0.592
N -1.158 1.800 -3.023  0.079
N 1.054 2.508 -3.201  0.075
N 0.538 0.261 -2.593  0.093
C -1.100 0.631 0.635  -0.436
S -2.547 1.776 0.207  0.931
C -1.441 -0.470 -0.426  -0.165
C -2.634 -1.390 -0.182  -0.385
C -4.037 -1.061 -0.722  -0.055
N -2.521 -2.510 0.398  0.160
N -1.036 0.267 2.100  -0.221
N -2.243 -0.197 2.686  0.114
C -0.071 -0.834 2.557  -0.154
C 0.120 -2.155 1.809  -0.211
C -0.557 -3.337 2.583  -0.094
C -0.613 1.595 2.732  -0.609
I 0.089 1.382 4.847  1.201
P -2.111 2.712 3.368  0.840
C -1.225 4.134 4.196  -0.336
C -2.989 1.931 4.805  -0.383
H -1.833 4.432 0.241  0.048
H -1.614 5.077 1.970  0.030
H 0.762 4.227 0.755  0.120
H 1.785 3.707 2.523  0.116
H 2.386 2.828 1.217  0.124
H 2.695 2.481 4.152  0.085
H 2.592 0.026 3.870  0.041
H 4.198 0.646 3.881  0.078
H 3.573 0.157 2.362  0.054
H 1.173 -0.380 -0.296  0.112
H 1.849 0.256 1.164  0.092
H 4.297 0.539 -1.172  0.076
H 3.801 -0.238 0.316  0.085
H 4.314 1.519 0.273  0.098
H 1.014 2.992 -0.985  0.116
H -0.671 3.002 -1.041  0.079
H -1.121 1.429 -3.965  0.081
H -1.429 2.775 -3.040  0.089
H 2.025 2.283 -3.007  0.069
H 0.836 2.394 -4.181  0.040
H 1.522 0.149 -2.778  0.066
H 0.004 -0.225 -3.299  0.088
H -3.633 1.198 0.761  -0.097
H -1.694 0.062 -1.340  0.066
H -0.600 -1.097 -0.720  0.089
H -4.773 -1.030 0.082  0.068
H -4.044 -0.131 -1.293  0.067
H -4.299 -1.838 -1.434  0.041
H -3.456 -2.925 0.418  0.069
H -3.054 0.320 2.362  0.046
H -2.386 -1.184 2.485  0.096
H -0.406 -1.120 3.547  0.080
H 0.903 -0.383 2.719  0.058
H 1.179 -2.416 1.851  0.086
H -0.174 -2.271 0.778  0.051
H 0.177 -3.854 3.201  0.078
H -1.377 -3.002 3.226  0.068
H -1.000 -4.033 1.876  0.041
H -1.785 5.014 3.866  0.033
H -1.316 4.102 5.280  0.027
H -0.209 4.269 3.827  0.028
H -2.706 2.365 5.767  0.022
H -4.049 2.178 4.680  0.034
H -2.930 0.849 4.895  0.005
O 2.093 2.210 -5.925  -0.059
H 2.890 1.736 -5.659  0.038
H 2.432 2.986 -6.392  0.029
O 4.283 -1.218 -2.891  -0.048
H 3.369 -1.097 -2.614  0.015
H 4.614 -1.915 -2.313  0.048
O -6.681 -2.055 -1.953  -0.051
H -6.895 -1.990 -2.891  0.048
H -7.416 -1.610 -1.516  0.048
O -5.771 -0.853 2.483  -0.060
H -4.829 -0.728 2.619  0.004
H -5.999 -1.575 3.092  0.007
O -6.847 -3.576 3.147  -0.056
H -7.787 -3.789 3.223  0.046
H -6.618 -3.843 2.247  0.055
O 1.155 -4.387 0.211  -0.045
H 0.255 -4.236 -0.103  0.038
H 1.138 -5.297 0.523  0.034
O 3.628 -2.902 2.659  -0.057
H 4.142 -2.685 1.875  0.033
H 3.531 -3.862 2.607  0.004
O -5.607 -0.616 5.317  -0.061
H -6.367 -0.887 5.845  0.051
H -5.974 0.007 4.678  0.021
O 4.455 3.979 -7.179  -0.048
H 4.716 4.120 -8.096  0.052
H 5.292 3.956 -6.697  0.011
O 6.004 1.849 5.392  -0.051
H 5.366 1.400 5.956  0.035
H 5.514 2.054 4.587  -0.002
O 3.622 0.904 -8.685  -0.061
H 3.773 1.682 -8.135  -0.003
H 3.501 0.192 -8.046  0.001
O -4.450 -5.679 0.416  -0.056
H -4.193 -5.590 -0.510  0.032
H -3.614 -5.689 0.895  0.027
O 3.315 -6.033 2.187  -0.037
H 2.390 -6.264 2.331  0.041
H 3.476 -6.246 1.260  0.052
O 7.437 4.133 -6.202  -0.048
H 8.228 3.652 -5.936  0.048
H 7.773 4.908 -6.665  0.050
O -3.399 -3.713 -3.091  -0.048
H -2.861 -2.922 -2.984  0.025
H -4.307 -3.390 -3.071  0.025
O 4.781 -1.006 -6.704  -0.051
H 5.721 -0.828 -6.580  0.065
H 4.603 -1.752 -6.121  0.059
O 6.047 -1.923 -9.052  -0.072
H 5.827 -1.832 -9.985  0.038
H 5.289 -1.542 -8.590  -0.013
O -8.863 -1.966 3.713  -0.056
H -9.440 -1.201 3.611  0.051
H -8.109 -1.778 3.144  0.003

LUMO energy = -2.85 eV
HOMO level = -9.450 eV
total charge = +1
E = -101844.950 eV
gap between HOMO and LUMO = 6.602 eV


2.
Entry from the OMol25 dataset: C5H15N2S as an isolated structure in a non-equilibrium geometry (ωB97M-V/def2-TZVPD).

Each line ends with the Löwdin charge.
Positions of all 23 atoms, in Å:
C -0.292 -1.449 -0.557  -0.115
C 1.683 -2.169 0.790  -0.042
C -2.276 2.104 -1.290  -0.247
C 0.456 -1.267 0.708  -0.419
C 0.839 0.210 0.887  -0.188
N -0.982 0.928 0.863  -0.403
N 1.614 0.719 -0.105  0.125
S -1.343 2.407 0.296  0.993
H -1.346 -0.957 -0.457  0.087
H -0.002 -0.920 -1.518  0.095
H -0.415 -2.496 -0.860  0.096
H 1.585 -3.200 1.063  0.090
H 2.435 -1.769 1.425  0.073
H 2.089 -2.141 -0.199  0.076
H -2.266 1.013 -1.400  0.039
H -1.724 2.540 -2.129  0.051
H -3.299 2.555 -1.341  0.070
H -0.281 -1.615 1.452  0.146
H 1.128 0.574 1.868  0.144
H -1.486 0.791 1.830  0.109
H 1.631 0.228 -0.981  0.100
H -0.192 2.620 -0.365  -0.015
H 2.446 1.294 0.020  0.136

LUMO energy = -3.19 eV
HOMO level = -13.672 eV
total charge = +1
E = -19235.001 eV
energy above the lowest of the compared OMol25 structures with the same formula, charge and spin = 2.812 eV
gap between HOMO and LUMO = 10.482 eV


3.
Entry from the OMol25 dataset: C5H6N as an isolated structure in a non-equilibrium geometry (ωB97M-V/def2-TZVPD).

Each line ends with the Löwdin charge.
Positions of all 12 atoms, in Å:
C 0.372 1.369 -0.184  0.086
C 0.538 0.606 -1.402  0.128
C -1.044 0.767 -1.249  0.001
C -0.365 -0.545 -0.745  -0.079
C 0.902 -0.587 1.485  0.041
N 0.228 0.011 0.377  -0.116
H -1.477 1.159 -0.360  0.109
H -1.613 1.087 -2.208  0.213
H -0.611 -1.640 -0.884  0.193
H 1.227 0.261 2.029  0.094
H 0.014 -1.278 1.892  0.183
H 1.828 -1.210 1.247  0.149

LUMO energy = -7.05 eV
HOMO level = -15.239 eV
total charge = +1
E = -6755.905 eV
energy above the lowest of the compared OMol25 structures with the same formula, charge and spin = 9.272 eV
gap between HOMO and LUMO = 8.190 eV


4.
Entry from the OMol25 dataset: a 8-piece molecular cluster, C16H48N8O8 overall in a non-equilibrium geometry (ωB97M-V/def2-TZVPD).

Each line ends with the Löwdin charge.
Positions of all 80 atoms, in Å:
C -1.373 14.989 -9.456  -0.777
O -1.136 14.380 -10.525  -0.028
N -0.575 15.565 -8.548  0.142
N -2.579 15.214 -9.151  0.151
H 0.387 15.620 -8.850  0.093
H -0.942 16.232 -7.885  0.058
H -2.869 15.417 -8.205  0.056
H -3.252 14.781 -9.766  0.119
C -3.889 9.641 -10.465  -0.848
O -3.681 8.639 -9.855  0.037
N -4.015 10.765 -9.886  0.182
N -3.809 9.703 -11.783  0.155
H -3.930 10.869 -8.885  0.116
H -4.203 11.581 -10.450  0.108
H -3.784 10.645 -12.146  0.103
H -3.676 8.803 -12.222  0.116
C -5.760 14.322 -7.036  -0.793
O -6.754 14.957 -7.294  0.018
N -4.639 14.921 -6.902  0.170
N -5.619 13.019 -7.188  0.177
H -3.880 14.283 -6.711  0.057
H -4.518 15.921 -6.977  0.099
H -4.745 12.623 -6.874  0.072
H -6.280 12.505 -7.753  0.106
C -1.601 12.947 -5.946  -0.964
O -2.525 12.799 -6.701  -0.014
N -1.184 11.965 -5.296  0.149
N -0.999 14.065 -5.760  0.150
H -1.535 11.044 -5.514  0.117
H -0.298 11.872 -4.820  0.081
H -1.159 14.947 -6.226  0.038
H -0.305 13.979 -5.031  0.030
C -8.821 15.514 -3.299  -0.055
C -9.528 14.185 -3.728  -0.422
C -8.671 13.109 -4.446  -0.035
O -10.050 13.641 -2.468  -0.072
H -9.426 16.073 -2.585  0.074
H -8.556 16.091 -4.186  0.051
H -7.864 15.348 -2.805  0.075
H -10.259 14.549 -4.450  0.110
H -9.180 12.148 -4.510  0.054
H -7.741 13.119 -3.877  0.084
H -8.447 13.354 -5.484  0.065
H -10.576 14.324 -2.045  0.067
C -8.888 9.943 -8.032  -0.064
C -9.152 10.456 -6.614  -0.501
C -10.605 10.981 -6.602  -0.068
O -8.995 9.414 -5.669  -0.038
H -7.831 9.692 -8.128  0.069
H -9.156 10.730 -8.737  0.079
H -9.429 9.007 -8.171  0.080
H -8.533 11.325 -6.391  0.099
H -10.853 11.214 -5.566  0.059
H -11.352 10.239 -6.884  0.079
H -10.856 11.989 -6.931  0.080
H -8.102 9.390 -5.317  0.094
C -4.315 19.033 -8.321  -0.051
C -2.769 18.855 -8.492  -0.504
C -2.090 19.781 -9.530  -0.058
O -2.243 19.092 -7.230  -0.138
H -4.657 18.144 -7.791  0.057
H -4.883 19.078 -9.251  0.069
H -4.570 19.985 -7.855  0.074
H -2.603 17.789 -8.648  0.094
H -2.656 20.710 -9.594  0.069
H -2.005 19.294 -10.502  0.070
H -1.068 20.028 -9.244  0.068
H -2.348 20.020 -7.005  0.083
C -9.291 16.696 -8.484  -0.033
C -9.334 17.741 -7.259  -0.445
C -10.306 17.543 -6.130  -0.083
O -8.081 17.902 -6.604  -0.059
H -8.294 16.599 -8.914  0.057
H -9.833 17.014 -9.375  0.056
H -9.516 15.653 -8.265  0.061
H -9.753 18.680 -7.621  0.120
H -11.339 17.352 -6.420  0.076
H -10.437 18.352 -5.411  0.083
H -9.964 16.669 -5.575  0.043
H -7.843 17.004 -6.361  0.052

LUMO energy (alpha / beta) = 2.39 / 2.34 eV
multiplicity = 2
HOMO level (alpha / beta) = 0.151 / -7.105 eV
total charge = -1
E = -45670.643 eV
gap between HOMO and LUMO (alpha / beta) = 2.242 / 9.447 eV